1.
{"formula": "CH4NOP", "method": "ωB97M-V/def2-TZVPD", "e_lumo_ev": 0.37, "smiles": "[H]/N=C/PO", "homo_lumo_gap_ev": 9.434, "total_charge": 0, "species": ["C", "N", "O", "P", "H", "H", "H", "H"], "positions_angstrom": [[-0.807, 0.101, 0.291], [-0.981, 0.598, 1.576], [0.922, -0.716, -1.399], [0.730, 0.645, -0.503], [-1.385, -0.592, -0.224], [-1.885, 0.311, 1.971], [1.577, -0.474, -2.028], [1.829, 0.126, 0.317]], "atomic_forces_ev_per_a": [[1.5, 3.2, 7.1], [0.2, -1.9, -5.3], [-0.9, -0.7, -0.8], [0.9, -0.1, 0.7], [-1.5, -1.1, -0.8], [0.2, -0.2, -0.3], [0.8, -0.2, -1.3], [-1.1, 1.0, 0.7]], "lowdin_charge": [-0.391, -0.005, -0.420, 0.794, 0.032, 0.018, 0.001, -0.028]}

2.
{"formula": "C25H28ClF4N3NiOS3", "method": "ωB97M-V/def2-TZVPD", "e_lumo_ev": [-0.27, -0.29], "s2": 2.009, "homo_lumo_gap_ev": [6.664, 7.355], "multiplicity": 3, "total_charge": 0, "species": ["Ni", "C", "C", "S", "C", "C", "S", "C", "C", "S", "H", "H", "H", "H", "H", "H", "H", "H", "H", "H", "H", "H", "F", "C", "C", "C", "C", "C", "C", "C", "H", "H", "H", "H", "H", "H", "N", "C", "O", "C", "C", "C", "N", "C", "C", "H", "H", "H", "H", "H", "H", "Cl", "F", "C", "F", "F", "C", "C", "C", "N", "C", "C", "H", "H", "H", "H"], "positions_angstrom": [[-0.574, 0.141, -0.072], [2.753, -1.802, -0.066], [2.894, -0.641, 0.918], [1.839, 0.803, 0.617], [2.983, 2.052, -0.016], [3.756, 1.726, -1.284], [2.681, 1.552, -2.734], [3.282, 0.039, -3.522], [2.854, -1.273, -2.883], [3.884, -1.780, -1.478], [1.727, -1.889, -0.426], [2.985, -2.725, 0.468], [3.928, -0.298, 0.981], [2.613, -0.990, 1.912], [3.680, 2.285, 0.791], [2.358, 2.934, -0.157], [4.325, 0.806, -1.161], [4.463, 2.539, -1.463], [4.366, 0.099, -3.633], [2.862, 0.092, -4.529], [2.935, -2.068, -3.626], [1.813, -1.234, -2.559], [-6.040, -2.651, 0.844], [-5.063, -1.715, 0.916], [-4.376, -1.553, 2.101], [-3.379, -0.589, 2.164], [-3.048, 0.208, 1.063], [-1.907, 1.162, 1.089], [-3.786, 0.008, -0.110], [-4.789, -0.944, -0.194], [-4.626, -2.168, 2.956], [-2.845, -0.448, 3.098], [-1.606, 1.376, 2.118], [-2.182, 2.105, 0.615], [-3.556, 0.608, -0.984], [-5.349, -1.098, -1.106], [0.095, -3.725, 5.949], [-0.665, -3.992, 4.851], [-1.416, -4.939, 4.785], [-0.530, -3.021, 3.707], [-0.879, -3.453, 2.439], [-0.761, -2.578, 1.372], [-0.339, -1.320, 1.522], [-0.034, -0.894, 2.749], [-0.101, -1.708, 3.865], [0.087, -4.415, 6.683], [0.875, -3.095, 5.902], [-1.247, -4.459, 2.294], [-1.015, -2.869, 0.361], [0.268, 0.144, 2.830], [0.146, -1.300, 4.836], [-0.711, -1.530, -1.685], [-0.205, 4.535, -5.644], [-0.252, 4.949, -4.371], [0.847, 5.686, -4.142], [-1.307, 5.776, -4.256], [-0.357, 3.802, -3.398], [-0.149, 4.038, -2.047], [-0.286, 2.977, -1.175], [-0.576, 1.738, -1.576], [-0.768, 1.519, -2.874], [-0.682, 2.530, -3.822], [0.102, 5.023, -1.681], [-0.166, 3.109, -0.107], [-0.982, 0.494, -3.148], [-0.850, 2.312, -4.867]], "atomic_forces_ev_per_a": [[-0.1, 0.1, -0.1], [0.0, 0.0, 0.0], [-0.1, -0.1, 0.0], [0.1, 0.0, 0.0], [0.0, 0.0, 0.0], [0.0, 0.0, 0.0], [0.0, 0.0, 0.0], [0.0, 0.0, 0.0], [-0.1, 0.0, -0.1], [0.1, -0.1, 0.1], [0.0, 0.0, 0.0], [0.0, 0.0, 0.0], [0.0, 0.0, 0.0], [0.0, 0.0, 0.0], [0.0, 0.0, 0.0], [0.0, 0.0, 0.0], [0.0, 0.0, 0.0], [0.0, 0.0, 0.0], [0.0, 0.0, 0.0], [0.0, 0.0, 0.0], [0.0, 0.0, 0.0], [0.0, 0.0, 0.0], [0.0, 0.0, 0.0], [0.0, 0.0, 0.0], [0.0, 0.0, 0.0], [0.0, 0.0, 0.0], [0.0, 0.1, 0.0], [0.0, 0.0, 0.1], [0.0, 0.0, 0.0], [0.0, 0.0, 0.0], [0.0, 0.0, 0.0], [0.0, 0.0, 0.0], [0.0, 0.0, 0.0], [0.0, 0.0, -0.1], [0.0, 0.0, 0.0], [0.0, 0.0, 0.0], [0.0, 0.0, 0.0], [0.0, 0.0, 0.0], [0.0, 0.0, 0.0], [0.0, 0.0, 0.0], [0.0, 0.0, 0.0], [0.0, 0.0, 0.0], [0.1, 0.0, 0.0], [0.0, 0.0, 0.0], [0.0, 0.0, 0.0], [0.0, 0.0, 0.0], [0.0, 0.0, 0.0], [0.0, 0.0, 0.0], [0.0, 0.0, 0.0], [0.0, 0.0, 0.0], [0.0, 0.0, 0.0], [0.1, 0.0, -0.1], [0.0, 0.0, 0.0], [0.0, 0.0, 0.0], [0.0, 0.0, 0.0], [0.0, 0.0, 0.0], [0.0, 0.0, 0.0], [0.0, 0.0, 0.0], [0.0, -0.1, 0.0], [0.0, -0.1, -0.1], [0.0, 0.1, 0.0], [0.0, -0.1, 0.0], [0.0, 0.0, 0.0], [0.0, 0.0, 0.0], [0.0, 0.0, 0.0], [0.0, 0.0, 0.0]], "lowdin_charge": [0.238, -0.538, -0.485, 0.896, -0.514, -0.525, 0.884, -0.542, -0.529, 0.877, 0.015, 0.070, 0.079, 0.058, 0.082, 0.058, 0.031, 0.076, 0.074, 0.071, 0.070, 0.009, 0.040, -0.292, -0.014, -0.064, -0.332, -0.190, -0.064, -0.010, 0.117, 0.105, 0.042, 0.040, 0.106, 0.117, 0.171, -0.495, 0.079, -0.123, 0.030, -0.113, -0.003, -0.161, -0.003, 0.114, 0.093, 0.127, 0.045, 0.089, 0.114, 0.072, 0.147, -0.585, 0.147, 0.151, -0.113, 0.017, -0.144, 0.000, -0.141, 0.018, 0.130, 0.108, 0.047, 0.126]}

3.
{"formula": "C45H96BBrF7NO13PS", "method": "ωB97M-V/def2-TZVPD", "e_lumo_ev": -4.80, "homo_lumo_gap_ev": 6.073, "total_charge": 1, "species": ["C", "C", "P", "C", "C", "B", "O", "O", "C", "C", "C", "C", "C", "O", "C", "N", "C", "C", "C", "O", "Br", "C", "S", "O", "O", "C", "F", "F", "C", "F", "F", "C", "F", "F", "F", "H", "H", "H", "H", "H", "H", "H", "H", "H", "H", "H", "H", "H", "H", "H", "H", "H", "H", "H", "H", "H", "H", "H", "H", "H", "H", "C", "C", "O", "C", "C", "H", "H", "H", "H", "H", "H", "H", "H", "H", "H", "C", "C", "O", "C", "C", "H", "H", "H", "H", "H", "H", "H", "H", "H", "H", "C", "C", "O", "C", "C", "H", "H", "H", "H", "H", "H", "H", "H", "H", "H", "C", "C", "O", "C", "C", "H", "H", "H", "H", "H", "H", "H", "H", "H", "H", "C", "C", "O", "C", "C", "H", "H", "H", "H", "H", "H", "H", "H", "H", "H", "C", "C", "O", "C", "C", "H", "H", "H", "H", "H", "H", "H", "H", "H", "H", "C", "C", "O", "C", "C", "H", "H", "H", "H", "H", "H", "H", "H", "H", "H"], "positions_angstrom": [[-5.188, 2.621, -1.091], [-4.687, 2.234, 0.372], [-2.837, 1.927, 0.620], [-2.716, 0.002, 0.712], [-1.782, 2.547, -0.852], [-1.956, 4.120, -1.323], [-0.942, 4.734, -2.165], [-3.066, 4.957, -0.967], [-2.845, 5.703, 0.265], [-0.334, 2.670, -0.093], [-0.271, 3.277, 1.386], [1.277, 3.742, 1.637], [1.540, 5.281, 1.286], [1.293, 5.642, -0.093], [2.378, 5.250, -0.965], [0.316, 1.293, -0.145], [-0.076, 0.609, -1.223], [0.559, -0.797, -1.570], [-0.302, -1.978, -0.866], [-0.366, -2.084, 0.389], [-1.317, -3.348, -1.891], [-1.225, 1.488, -1.956], [-2.395, 0.645, -3.120], [-3.683, 0.168, -2.471], [-1.751, -0.633, -3.652], [-2.819, 1.646, -4.637], [-3.713, 2.738, -4.372], [-3.523, 0.824, -5.573], [-1.576, 2.274, -5.429], [-2.103, 2.742, -6.682], [-0.982, 3.400, -4.816], [-0.397, 1.258, -5.808], [0.426, 1.940, -6.759], [0.442, 1.053, -4.669], [-0.823, 0.057, -6.400], [-6.070, 1.963, -1.397], [-5.584, 3.704, -1.046], [-4.415, 2.588, -1.923], [-5.004, 3.022, 1.152], [-5.250, 1.271, 0.685], [-3.591, -0.458, 1.274], [-2.487, -0.478, -0.296], [-1.781, -0.179, 1.373], [-1.354, 5.469, -2.672], [-2.932, 4.968, 1.144], [-1.854, 6.269, 0.238], [-3.738, 6.429, 0.363], [0.488, 3.285, -0.633], [-0.903, 4.211, 1.553], [-0.550, 2.533, 2.212], [1.961, 3.106, 0.953], [1.576, 3.549, 2.721], [0.934, 6.009, 1.934], [2.663, 5.478, 1.491], [2.051, 5.496, -2.047], [2.604, 4.130, -0.950], [3.318, 5.890, -0.782], [1.000, 0.882, 0.505], [0.603, -1.059, -2.680], [1.615, -0.888, -1.099], [-0.596, 2.189, -2.639], [4.286, -3.439, 4.385], [3.139, -2.774, 5.126], [2.626, -1.623, 4.465], [2.098, -1.826, 3.163], [0.937, -2.804, 3.122], [5.105, -2.728, 4.229], [4.664, -4.292, 4.953], [3.981, -3.802, 3.402], [3.500, -2.437, 6.102], [2.334, -3.487, 5.326], [2.895, -2.132, 2.476], [1.748, -0.848, 2.813], [1.229, -3.801, 3.455], [0.550, -2.889, 2.105], [0.129, -2.465, 3.777], [-9.929, 5.825, 1.386], [-8.788, 5.676, 0.393], [-7.960, 4.547, 0.643], [-8.597, 3.276, 0.602], [-9.234, 2.961, -0.741], [-9.540, 5.893, 2.407], [-10.509, 6.725, 1.169], [-10.611, 4.973, 1.354], [-8.144, 6.556, 0.464], [-9.163, 5.651, -0.635], [-9.327, 3.193, 1.414], [-7.821, 2.532, 0.807], [-10.024, 3.671, -0.996], [-9.673, 1.961, -0.728], [-8.486, 3.005, -1.538], [7.479, -6.628, 4.070], [7.610, -5.962, 2.711], [7.456, -4.550, 2.753], [8.388, -3.836, 3.557], [9.832, -4.024, 3.124], [6.508, -6.393, 4.520], [7.569, -7.713, 3.974], [8.249, -6.290, 4.766], [6.820, -6.341, 2.057], [8.558, -6.226, 2.233], [8.255, -4.100, 4.612], [8.128, -2.777, 3.469], [10.149, -5.066, 3.199], [10.497, -3.426, 3.751], [9.962, -3.717, 2.083], [-4.977, -6.019, -4.777], [-3.496, -6.123, -4.452], [-3.233, -6.708, -3.183], [-3.705, -8.036, -2.990], [-3.119, -9.037, -3.971], [-5.497, -5.439, -4.008], [-5.121, -5.531, -5.744], [-5.454, -6.999, -4.823], [-3.071, -5.116, -4.425], [-2.958, -6.664, -5.237], [-4.800, -8.055, -3.014], [-3.415, -8.325, -1.976], [-3.384, -8.801, -5.004], [-3.486, -10.042, -3.753], [-2.027, -9.040, -3.906], [-6.413, 1.519, -7.221], [-6.672, 0.087, -6.783], [-7.898, -0.079, -6.085], [-9.081, 0.265, -6.796], [-9.282, -0.544, -8.066], [-6.419, 2.191, -6.356], [-5.443, 1.596, -7.720], [-7.174, 1.877, -7.916], [-5.878, -0.219, -6.097], [-6.624, -0.600, -7.634], [-9.095, 1.340, -7.006], [-9.918, 0.073, -6.119], [-8.475, -0.384, -8.785], [-10.221, -0.265, -8.549], [-9.309, -1.613, -7.838], [13.293, 0.848, 0.385], [13.028, -0.576, 0.844], [11.809, -0.725, 1.560], [10.620, -0.379, 0.862], [10.396, -1.202, -0.396], [13.304, 1.530, 1.241], [14.257, 0.911, -0.127], [12.526, 1.204, -0.305], [13.828, -0.880, 1.523], [13.059, -1.273, 0.000], [10.610, 0.693, 0.639], [9.789, -0.558, 1.551], [11.195, -1.057, -1.126], [9.453, -0.922, -0.871], [10.364, -2.268, -0.154], [2.466, 1.152, 6.366], [3.718, 0.748, 7.124], [4.002, 1.580, 8.240], [3.008, 1.634, 9.255], [2.711, 0.284, 9.885], [2.546, 2.189, 6.020], [2.317, 0.501, 5.500], [1.572, 1.087, 6.990], [4.576, 0.826, 6.452], [3.667, -0.300, 7.437], [2.095, 2.097, 8.866], [3.389, 2.308, 10.028], [2.319, -0.429, 9.158], [1.971, 0.392, 10.682], [3.621, -0.148, 10.309]], "atomic_forces_ev_per_a": [[-1.0, 1.1, 0.1], [-1.0, -0.4, -0.3], [-1.6, -0.7, 0.6], [1.7, 0.3, 0.2], [2.4, -1.1, 0.6], [-0.5, 2.4, -1.4], [-2.3, -1.7, 1.0], [2.2, -1.5, 0.2], [-1.1, 0.4, 0.7], [1.4, 1.4, 1.2], [1.5, 0.1, 0.8], [-0.4, 0.0, -0.5], [1.2, 0.1, 0.5], [0.7, -1.1, 0.4], [0.1, 0.7, -1.4], [-2.0, -1.5, -3.0], [-0.3, 0.2, 1.2], [-0.2, -0.7, 0.1], [-0.7, -0.7, 4.6], [0.6, 1.1, -5.7], [1.1, 1.4, 0.5], [1.7, 2.0, -0.5], [-3.0, -8.5, 1.5], [3.3, 3.2, -1.4], [-0.1, 4.5, 0.8], [-2.3, 2.4, -2.7], [2.3, -2.6, 0.0], [2.1, 1.6, 2.9], [0.1, 1.4, -2.3], [1.1, -1.2, 3.0], [-1.5, -2.7, -0.7], [2.2, -0.1, -1.6], [-2.1, -1.9, 2.5], [-2.1, 0.0, -2.5], [1.2, 3.3, 2.0], [1.3, 0.8, 0.3], [0.6, -1.7, -0.2], [-0.9, -0.1, 1.3], [0.6, -1.1, -1.4], [1.2, 1.4, -0.4], [1.0, 0.8, -1.1], [-0.8, 0.4, 1.3], [-1.5, 0.1, -1.0], [0.4, -0.4, 0.7], [0.4, 1.2, -1.1], [-1.3, -0.8, 0.1], [1.6, -1.1, -0.2], [-1.9, -0.6, 0.2], [0.5, -1.5, -0.6], [0.2, 1.0, -1.5], [-0.8, 0.9, 1.2], [-0.4, 0.3, -1.5], [0.7, -1.3, -0.9], [-1.7, -0.2, -0.1], [0.3, -0.4, 1.8], [-0.1, 1.4, 0.3], [-1.3, -1.2, 0.0], [-0.3, 0.5, -0.2], [-0.2, 0.9, 1.5], [-1.8, 0.3, -0.7], [-0.8, -1.1, 0.7], [0.0, 0.1, -0.1], [0.1, -0.2, 0.0], [-0.1, 0.3, -0.1], [0.0, -0.3, 0.2], [0.0, -0.1, 0.0], [-0.1, -0.1, 0.1], [0.0, 0.1, 0.0], [0.0, -0.1, 0.1], [-0.1, 0.2, -0.1], [0.0, 0.0, -0.1], [0.0, -0.1, 0.0], [0.1, 0.1, 0.2], [0.0, 0.0, -0.1], [0.1, 0.0, 0.3], [0.1, 0.0, -0.1], [0.0, -0.1, 0.1], [-0.1, 0.0, 0.1], [0.3, 0.0, 0.0], [-0.1, 0.0, -0.1], [0.0, 0.1, -0.1], [0.0, 0.0, -0.1], [0.1, -0.1, 0.0], [0.0, 0.1, -0.1], [0.1, -0.2, 0.0], [-0.1, 0.0, 0.0], [-0.1, 0.0, 0.0], [0.1, 0.2, 0.0], [0.0, -0.1, 0.1], [0.0, 0.1, 0.0], [0.0, 0.0, 0.1], [0.0, 0.1, 0.1], [0.0, 0.0, 0.1], [-0.2, 0.1, -0.1], [0.1, -0.1, 0.0], [0.0, -0.1, -0.1], [0.1, -0.1, -0.1], [0.0, 0.1, 0.0], [0.0, -0.1, 0.0], [0.0, 0.2, 0.0], [0.1, 0.0, 0.1], [0.1, 0.0, 0.0], [-0.2, -0.2, -0.1], [0.0, 0.1, 0.1], [-0.1, 0.0, -0.1], [0.0, 0.0, 0.1], [-0.1, 0.0, 0.1], [-0.1, -0.1, 0.0], [0.2, 0.2, 0.1], [0.0, -0.1, -0.1], [0.1, 0.0, -0.1], [0.1, 0.0, -0.1], [0.0, 0.0, 0.1], [0.0, 0.0, -0.1], [0.1, -0.1, 0.2], [-0.1, 0.0, 0.0], [0.0, 0.0, -0.1], [0.0, 0.2, -0.1], [-0.1, -0.1, 0.0], [0.0, 0.1, 0.0], [-0.1, 0.0, 0.0], [-0.1, 0.1, 0.0], [-0.1, 0.1, 0.0], [0.1, -0.1, 0.2], [0.0, 0.0, -0.1], [0.1, -0.1, -0.1], [0.0, -0.1, -0.1], [-0.1, 0.0, 0.0], [0.1, 0.0, -0.1], [-0.2, -0.1, 0.1], [0.0, 0.1, -0.1], [0.0, 0.0, -0.1], [0.2, 0.0, 0.1], [-0.1, 0.1, 0.0], [0.1, 0.0, 0.1], [0.0, 0.1, 0.0], [-0.1, 0.1, 0.0], [0.0, 0.1, -0.1], [-0.1, -0.1, 0.2], [0.1, -0.1, 0.0], [0.1, -0.1, -0.1], [0.1, -0.1, -0.1], [-0.1, 0.0, 0.1], [0.1, 0.0, -0.1], [-0.2, 0.0, 0.1], [0.0, 0.0, -0.1], [0.0, 0.0, -0.1], [0.2, 0.0, 0.1], [-0.1, 0.1, 0.0], [0.0, 0.0, 0.0], [0.0, 0.1, 0.0], [-0.2, 0.1, -0.1], [-0.1, 0.1, 0.0], [0.2, 0.1, 0.0], [0.0, -0.1, 0.0], [0.0, -0.1, 0.0], [0.1, -0.1, 0.1], [0.1, 0.0, 0.1], [0.0, -0.1, 0.0], [0.0, 0.1, 0.2], [-0.1, 0.0, 0.0], [-0.1, -0.1, 0.0], [0.1, 0.0, -0.2], [-0.1, 0.0, 0.0], [0.1, 0.0, 0.0], [-0.1, 0.1, 0.0]], "lowdin_charge": [-0.152, -0.387, 1.036, -0.241, -0.298, -0.528, 0.106, -0.050, -0.057, -0.265, -0.150, -0.148, -0.210, -0.245, -0.117, 0.184, -0.062, -0.040, -0.673, -0.068, 0.783, -0.193, 0.865, -0.286, -0.353, -0.309, 0.067, 0.085, -0.227, 0.096, 0.100, -0.307, 0.103, 0.072, 0.136, 0.085, 0.087, 0.032, 0.083, 0.087, 0.070, 0.018, 0.038, 0.134, 0.090, 0.111, 0.123, 0.147, 0.109, 0.108, 0.102, 0.123, 0.142, 0.135, 0.108, 0.085, 0.111, 0.187, 0.124, 0.157, 0.149, -0.070, -0.263, -0.183, -0.279, -0.071, 0.084, 0.078, 0.069, 0.113, 0.110, 0.107, 0.102, 0.074, 0.040, 0.090, -0.078, -0.279, -0.179, -0.279, -0.076, 0.084, 0.080, 0.066, 0.117, 0.107, 0.109, 0.103, 0.069, 0.082, 0.072, -0.077, -0.278, -0.175, -0.282, -0.072, 0.073, 0.080, 0.067, 0.117, 0.106, 0.106, 0.113, 0.068, 0.083, 0.072, -0.078, -0.283, -0.179, -0.277, -0.080, 0.084, 0.079, 0.067, 0.104, 0.107, 0.107, 0.119, 0.066, 0.080, 0.082, -0.081, -0.281, -0.161, -0.278, -0.080, 0.080, 0.073, 0.067, 0.104, 0.108, 0.105, 0.119, 0.065, 0.079, 0.083, -0.081, -0.278, -0.166, -0.282, -0.080, 0.083, 0.079, 0.063, 0.120, 0.106, 0.104, 0.113, 0.067, 0.076, 0.073, -0.078, -0.274, -0.160, -0.279, -0.080, 0.077, 0.052, 0.068, 0.121, 0.096, 0.104, 0.120, 0.063, 0.078, 0.084]}

4.
{"formula": "C5H13N", "method": "ωB97M-V/def2-TZVPD", "e_lumo_ev": 1.20, "smiles": "CNCC(C)C", "homo_lumo_gap_ev": 9.925, "total_charge": 0, "species": ["C", "N", "C", "C", "C", "C", "H", "H", "H", "H", "H", "H", "H", "H", "H", "H", "H", "H", "H"], "positions_angstrom": [[-1.731, -1.839, -0.987], [-0.635, -1.291, -0.197], [-0.371, 0.129, -0.495], [0.920, 0.586, 0.205], [0.769, 0.328, 1.681], [1.147, 2.059, -0.132], [-2.041, -2.759, -0.494], [-2.565, -1.138, -0.893], [-1.538, -1.998, -2.053], [0.216, -1.826, -0.329], [-0.340, 0.287, -1.575], [-1.195, 0.631, 0.018], [1.714, 0.012, -0.271], [1.103, -0.667, 1.973], [1.299, 1.013, 2.339], [-0.204, 0.258, 2.161], [0.271, 2.638, 0.171], [1.922, 2.445, 0.539], [1.470, 2.195, -1.159]], "atomic_forces_ev_per_a": [[-0.1, 0.2, 0.8], [0.3, 0.2, -0.4], [0.0, -1.1, 1.0], [-1.4, 0.4, -1.1], [0.6, -0.9, 1.7], [0.4, -0.1, 1.3], [-0.1, -0.2, -0.4], [-0.1, -0.1, -0.1], [0.1, 0.0, 0.0], [-0.1, -0.1, -0.1], [-0.1, 0.4, -0.1], [-0.1, 0.5, -0.6], [0.4, -0.2, 0.4], [0.5, -0.1, -0.3], [0.4, 0.3, -0.3], [-0.8, 0.6, -0.9], [-0.2, 0.1, -0.6], [0.2, 0.0, -0.3], [-0.3, 0.2, -0.1]], "lowdin_charge": [-0.144, -0.141, -0.241, -0.429, -0.096, -0.083, 0.071, 0.076, 0.072, 0.101, 0.116, 0.120, 0.129, 0.072, 0.071, 0.078, 0.083, 0.072, 0.075]}

no.,F_max (eV Å⁻¹)
1,7.9
2,0.2
3,9.1
4,2.0